*w*
The following is a DFT calculation (ωB97M-V/def2-TZVPD) of an isolated ion of composition C3H5N4 and charge +1.

Geometry as ORCA input:
```
! wB97M-V def2-TZVPD RIJCOSX def2/J DEFGRID3
* xyz 1 1
H -1.07 2.06 -0.03
H -2.04 -0.82 0.50
C 0.09 -0.59 0.22
H -0.81 -2.20 0.58
N 2.21 -0.45 0.35
H -1.43 -1.63 -0.89
N 1.24 -1.23 0.44
C 0.64 0.87 -0.04
N -0.12 1.91 -0.38
C -1.14 -1.29 0.06
H 0.48 2.64 -0.82
N 1.94 0.74 0.02
*
```

For the HOMO energy (alpha / beta), the calculation gives -15.5 / -15.5 eV. The value obtained for the orbital gap (alpha / beta) is 6.992 / 6.990 eV. The molar mass comes out at 97.101 g mol⁻¹. Its SMILES is CC1=NN=NC1=[NH2+].

These are the Mulliken partial charges, in e, on atoms 1 to 2: number 1, H, carries 0.31; number 2, H, carries 0.35

***

*x*
The following is a DFT calculation (ωB97M-V/def2-TZVPD) of an isolated ion of composition C3H5N4 and charge +1.

Geometry as ORCA input:
```
! wB97M-V def2-TZVPD RIJCOSX def2/J DEFGRID3
* xyz 1 1
H 1.75 -0.29 0.82
N 1.23 -0.28 -0.12
C 1.87 -1.09 -1.63
N 0.06 -0.06 -0.33
C 2.88 -0.19 -1.93
H 0.67 -2.52 -2.25
C -0.80 0.44 0.70
H -0.36 0.23 1.62
H -0.89 1.46 0.42
N 1.46 -1.94 -2.38
N 3.80 0.45 -2.10
H -1.68 -0.27 0.59
*
```

For the HOMO energy, the calculation gives -16.0 eV. The value obtained for the orbital gap is 10.031 eV. The molar mass comes out at 97.101 g mol⁻¹. Its SMILES is [H]/N=C(C#N)\[NH+]=N\C.

These are the Mulliken partial charges, in e, on atoms 1 to 2: number 1, H, carries 0.31; number 2, N, carries 0.06

***

Most stable one: *w*, least stable one: *x*.

***

*w*
The following is a DFT calculation (ωB97M-V/def2-TZVPD) of C23H27N3O5S in the gas phase.

Geometry as ORCA input:
```
! wB97M-V def2-TZVPD RIJCOSX def2/J DEFGRID3
* xyz 0 1
C -0.96 -4.50 0.22
C -0.11 -0.08 2.84
C -1.10 2.58 5.05
H 1.56 -3.68 -0.53
H -2.84 -3.50 0.64
C -0.29 1.07 -3.92
H -0.04 0.43 -4.76
H 0.05 4.41 5.28
H -0.90 4.01 -3.81
O -0.86 1.24 4.65
H -1.62 -4.46 -1.80
C 1.30 -1.57 -0.25
C -1.68 -4.41 2.32
C 1.24 -2.81 -1.11
H 1.86 2.93 1.43
C -0.98 0.25 -2.83
H -1.84 3.04 4.39
C 0.62 3.81 -2.27
N -0.11 -3.08 -1.59
C -0.49 -5.07 2.26
C 0.61 -1.45 0.91
O 0.67 3.42 3.64
O 0.87 2.43 -2.19
H -0.94 5.26 -2.57
C -1.99 -4.04 0.99
H 1.76 0.96 -3.23
H -2.00 0.00 -3.14
H -0.99 1.83 -4.26
H 0.02 -2.27 1.29
H 0.76 4.17 -1.24
H 1.40 2.41 -4.19
O 2.69 -0.48 -1.83
H 0.02 -5.15 -1.55
H -2.27 -4.22 3.19
C 0.20 3.38 4.97
C 0.60 -0.24 1.65
C 1.32 2.08 1.81
H -1.03 0.85 -1.91
C -0.68 -4.37 -1.24
H -1.48 2.54 6.07
C 2.06 -0.44 -0.77
H -1.53 3.63 -2.20
H 0.95 2.91 5.62
H 2.45 1.52 -0.45
C 0.62 2.22 3.00
H -0.68 -0.90 3.25
S -2.55 -2.24 -2.13
N 2.01 0.70 -0.03
C 1.01 1.73 -3.42
O -0.04 -5.12 1.00
C -0.90 -2.09 -2.09
H 0.72 -0.95 -2.59
N -0.29 -0.99 -2.57
C -0.78 4.20 -2.75
C 1.32 0.86 1.13
H 1.94 -2.68 -1.95
H 1.37 4.29 -2.91
C -0.12 1.13 3.51
H 0.11 -5.53 3.02
*
```

For the HOMO energy, the calculation gives -7.7 eV. The value obtained for the orbital gap is 7.949 eV. The molar mass comes out at 457.552 g mol⁻¹. Its SMILES is CCOCCCNC(=S)N(Cc1ccco1)Cc1cc2cc3c(cc2[nH]c1=O)OCCO3.

These are the Mulliken partial charges, in e, on atoms 1 to 2: number 1, C, carries 0.65; number 2, C, carries -0.99

***

*x*
The following is a DFT calculation (ωB97M-V/def2-TZVPD) of C23H27N3O5S in the gas phase.

Geometry as ORCA input:
```
! wB97M-V def2-TZVPD RIJCOSX def2/J DEFGRID3
* xyz 0 1
C 1.24 -0.01 2.01
C 0.28 2.12 1.50
C -1.39 -1.76 -3.82
H 2.75 4.37 3.98
H 1.39 -1.05 1.76
H -3.46 -1.82 -4.37
O -1.97 -1.64 -0.44
C 0.13 -3.28 3.22
C 1.92 0.55 3.07
H 1.36 4.00 5.04
C 2.39 3.72 4.78
H 1.77 2.24 -3.41
H 2.84 0.47 -4.64
H -0.54 -3.14 -2.42
N 1.29 1.17 -1.74
C 0.89 -1.68 -3.03
C 2.22 1.45 -2.82
C -1.12 -0.65 -4.61
H 1.46 0.33 -1.20
C -0.92 -2.25 3.13
H 0.52 -3.48 2.23
C 0.13 -0.05 -4.61
C 1.78 1.91 3.37
C -3.21 0.34 1.94
H -2.72 -3.40 -4.12
H -0.34 2.76 0.88
C 0.39 0.77 1.22
N -2.56 -0.98 3.90
C -2.75 -2.38 -3.76
H -3.45 -0.02 0.94
S -0.83 -1.43 0.40
N -0.32 0.15 0.18
O 0.28 -2.33 0.25
C 1.14 -0.55 -3.81
O -0.32 2.59 -2.46
H -1.67 1.66 -0.46
H 3.18 -0.47 -3.18
H -1.91 -0.23 -5.23
H 3.17 1.80 -2.40
H -3.09 -2.39 -2.73
H 2.58 -0.04 3.68
H 1.66 -2.09 -2.40
C 2.45 0.18 -3.67
H -2.65 1.27 1.87
O -1.65 -1.95 4.21
H -0.28 -4.19 3.66
O 2.49 2.36 4.44
H 3.03 3.85 5.66
H 0.31 0.82 -5.22
C -0.95 0.93 -0.85
C -0.36 -2.28 -3.05
C -2.40 -0.68 2.64
C 0.04 1.65 -1.77
H 0.93 -2.94 3.87
H -1.50 0.22 -1.48
H -4.13 0.52 2.50
C 0.97 2.69 2.56
H 0.85 3.75 2.74
C -1.35 -1.47 2.09
*
```

For the HOMO energy, the calculation gives -8.4 eV. The value obtained for the orbital gap is 8.988 eV. The molar mass comes out at 457.552 g mol⁻¹. Its SMILES is COc1ccc(N(CC(=O)NCCc2ccc(C)cc2)S(=O)(=O)c2c(C)noc2C)cc1.

These are the Mulliken partial charges, in e, on atoms 1 to 2: number 1, C, carries -0.34; number 2, C, carries -0.71

***

Most stable one: *w*, least stable one: *x*.

***

*w*
The following is a DFT calculation (ωB97M-V/def2-TZVPD) of C4H8N2O2S in the gas phase.

Geometry as ORCA input:
```
! wB97M-V def2-TZVPD RIJCOSX def2/J DEFGRID3
* xyz 0 1
H -1.85 -1.00 2.28
H -0.84 1.67 0.05
N -1.84 -0.21 1.54
N -0.27 0.76 0.20
C -0.68 -0.12 1.05
H 1.93 -0.02 -2.04
H -0.53 0.27 -3.63
H 1.48 1.58 -0.32
O 1.50 -1.34 1.58
O -0.36 -1.87 2.66
C 0.33 -1.30 1.89
S -0.06 1.31 -2.80
H -2.67 0.51 1.46
H 0.39 -0.83 -1.93
H 1.47 -0.22 0.21
C 1.09 0.65 -0.36
C 0.88 0.14 -1.85
*
```

For the HOMO energy, the calculation gives -9.4 eV. The value obtained for the orbital gap is 9.744 eV. The molar mass comes out at 148.187 g mol⁻¹.

These are the Mulliken partial charges, in e, on atoms 1 to 2: number 1, H, carries 0.33; number 2, H, carries 0.30

***

*x*
The following is a DFT calculation (ωB97M-V/def2-TZVPD) of a 2-piece molecular cluster, C4H8N2O2S overall.

Geometry as ORCA input:
```
! wB97M-V def2-TZVPD RIJCOSX def2/J DEFGRID3
* xyz 0 1
N 0.47 0.35 0.50
H 2.57 0.10 0.41
C -0.16 -2.66 -0.85
S -1.42 -1.44 -0.60
H 2.19 1.56 -0.37
H -0.11 -3.18 -1.76
O -2.34 2.40 1.14
H -0.16 -3.42 -0.07
H 1.99 1.46 1.37
C -0.41 0.04 -0.56
H 0.73 -1.94 -0.68
O -2.13 0.43 1.86
H -0.38 2.51 -0.56
N -1.78 1.37 1.19
C -0.70 1.24 0.26
C 1.79 0.90 0.44
H -0.12 0.29 -1.70
*
```

For the HOMO energy, the calculation gives -8.9 eV. The value obtained for the orbital gap is 9.226 eV. The molar mass comes out at 148.187 g mol⁻¹.

These are the Mulliken partial charges, in e, on atoms 1 to 2: number 1, N, carries -0.15; number 2, H, carries 0.28

***

Most stable one: *w*, least stable one: *x*.

***

*w*
The following is a DFT calculation (ωB97M-V/def2-TZVPD) of an isolated ion of composition C2H3N2O3 and charge +1.

Geometry as ORCA input:
```
! wB97M-V def2-TZVPD RIJCOSX def2/J DEFGRID3
* xyz 1 1
O -0.81 -2.91 0.01
N -0.77 -1.77 0.06
H 0.66 -0.62 0.84
O -2.93 1.48 0.05
C -2.34 0.45 -0.01
N -0.86 0.55 -0.02
H -0.49 1.49 0.11
C -0.06 -0.60 -0.01
H 0.55 -0.63 -0.95
O -2.68 -0.76 -0.06
*
```

For the HOMO energy (alpha / beta), the calculation gives -15.6 / -15.5 eV. The value obtained for the orbital gap (alpha / beta) is 6.455 / 5.890 eV. The molar mass comes out at 103.057 g mol⁻¹.

These are the Mulliken partial charges, in e, on atoms 1 to 2: number 1, O, carries -0.11; number 2, N, carries 0.56

***

*x*
The following is a DFT calculation (ωB97M-V/def2-TZVPD) of an isolated ion of composition C2H3N2O3 and charge +1.

Geometry as ORCA input:
```
! wB97M-V def2-TZVPD RIJCOSX def2/J DEFGRID3
* xyz 1 1
O -1.20 -1.69 0.28
O 2.14 -1.51 0.07
H -0.69 1.02 -0.09
C 0.03 0.26 -0.09
O 3.51 0.20 -0.07
H 1.45 1.78 0.14
C 1.30 0.65 0.07
N 2.41 -0.29 0.07
N -0.33 -0.95 -0.36
H -1.12 -2.63 0.01
*
```

For the HOMO energy (alpha / beta), the calculation gives -16.2 / -16.2 eV. The value obtained for the orbital gap (alpha / beta) is 7.519 / 7.251 eV. The molar mass comes out at 103.057 g mol⁻¹.

These are the Mulliken partial charges, in e, on atoms 1 to 2: number 1, O, carries -0.13; number 2, O, carries -0.48

***

Most stable one: *w*, least stable one: *x*.

***

*w*
The following is a DFT calculation (ωB97M-V/def2-TZVPD) of a 2-piece molecular cluster, C4H10ClO2 overall.

Geometry as ORCA input:
```
! wB97M-V def2-TZVPD RIJCOSX def2/J DEFGRID3
* xyz -1 1
Cl 1.11 0.10 4.19
H -1.74 2.65 -0.09
C -0.62 2.64 -0.16
O -0.30 -1.23 -0.99
H -0.38 -3.23 -0.68
C 0.41 -0.71 0.17
H -0.46 3.44 -0.92
H -0.05 3.09 0.50
H 0.39 -1.38 0.80
H 0.37 0.81 1.38
C -0.13 0.44 0.50
H 1.24 -2.48 -1.31
H 0.01 -2.87 -2.31
O -0.15 1.42 -0.45
H -1.27 0.44 0.73
C 0.16 -2.55 -1.33
H 1.41 -0.60 0.00
*
```

For the HOMO energy, the calculation gives -3.8 eV. The value obtained for the orbital gap is 7.084 eV. The molar mass comes out at 125.575 g mol⁻¹.

These are the Mulliken partial charges, in e, on atoms 1 to 2: number 1, Cl, carries -0.94; number 2, H, carries 0.30

***

*x*
The following is a DFT calculation (ωB97M-V/def2-TZVPD) of a 2-piece molecular cluster, C4H10ClO2 overall.

Geometry as ORCA input:
```
! wB97M-V def2-TZVPD RIJCOSX def2/J DEFGRID3
* xyz -1 1
H 136.98 154.80 141.22
H 134.82 153.84 142.34
C 132.66 156.19 145.11
H 137.59 156.55 141.86
O 133.97 155.85 144.53
H 135.52 154.27 143.78
H 132.95 157.15 145.78
H 137.65 155.33 143.04
H 132.12 155.48 145.60
C 135.10 154.69 142.97
Cl 134.56 150.94 141.80
H 133.07 154.10 143.75
O 135.75 155.81 142.42
C 133.91 155.00 143.48
C 137.06 155.60 142.08
H 132.03 156.56 144.42
H 133.29 155.58 142.63
*
```

For the HOMO energy, the calculation gives -3.7 eV. The value obtained for the orbital gap is 6.946 eV. The molar mass comes out at 125.575 g mol⁻¹.

These are the Mulliken partial charges, in e, on atoms 1 to 2: number 1, H, carries 0.29; number 2, H, carries 0.31

***

Most stable one: *x*, least stable one: *w*.

***

*w*
The following is a DFT calculation (ωB97M-V/def2-TZVPD) of a 2-piece molecular cluster, H4SSi overall.

Geometry as ORCA input:
```
! wB97M-V def2-TZVPD RIJCOSX def2/J DEFGRID3
* xyz 0 1
H -0.67 0.41 -1.41
H -0.58 1.95 0.27
S 1.79 0.22 -0.39
Si -0.23 0.56 -0.07
H -0.85 -0.43 0.97
H 2.02 -1.19 -2.46
*
```

For the HOMO energy (alpha / beta), the calculation gives -9.7 / -9.7 eV. The value obtained for the orbital gap (alpha / beta) is 6.701 / 6.702 eV. The molar mass comes out at 64.185 g mol⁻¹.

These are the Mulliken partial charges, in e, on atoms 1 to 2: number 1, H, carries -0.11; number 2, H, carries -0.09

***

*x*
The following is a DFT calculation (ωB97M-V/def2-TZVPD) of a 2-piece molecular cluster, H4SSi overall.

Geometry as ORCA input:
```
! wB97M-V def2-TZVPD RIJCOSX def2/J DEFGRID3
* xyz 0 1
H 0.96 -0.52 1.20
H 1.95 -0.66 -1.36
Si 1.22 -0.04 -0.33
S -2.15 -0.05 -0.15
H 0.68 1.37 -0.44
H -2.66 -0.10 1.09
*
```

For the HOMO energy (alpha / beta), the calculation gives -8.8 / -7.9 eV. The value obtained for the orbital gap (alpha / beta) is 7.438 / 5.842 eV. The molar mass comes out at 64.185 g mol⁻¹.

These are the Mulliken partial charges, in e, on atoms 1 to 2: number 1, H, carries 0.02; number 2, H, carries -0.02

***

Most stable one: *x*, least stable one: *w*.